{"formula": "C51H72BrF3IO33P", "method": "the ωB97M-V functional and the def2-TZVPD basis", "homo_lumo_gap_ha": 0.326, "homo_ev": -9.1, "spin_multiplicity": 1, "smiles": "CC(=O)OC(=O)C[C@@H]1C(=O)O[C@H](P(O)Br)[C@]1(CCCI)CCC(F)=C(F)F.C[C@@H]1COC(=O)O1.C[C@@H]1COC(=O)O1.C[C@@H]1COC(=O)O1.C[C@@H]1COC(=O)O1.C[C@@H]1COC(=O)O1.C[C@@H]1COC(=O)O1.C[C@@H]1COC(=O)O1.C[C@@H]1COC(=O)O1.C[C@@H]1COC(=O)O1", "lumo_ev": -0.3, "total_charge": 0, "species": ["H", "C", "C", "C", "H", "H", "O", "O", "C", "H", "H", "C", "C", "C", "O", "H", "O", "H", "O", "H", "O", "H", "C", "H", "H", "C", "H", "H", "H", "H", "C", "H", "H", "O", "H", "H", "F", "H", "C", "C", "H", "C", "F", "H", "H", "C", "O", "O", "O", "H", "C", "H", "C", "C", "C", "O", "H", "H", "H", "O", "H", "O", "O", "I", "H", "O", "C", "O", "C", "O", "C", "H", "H", "O", "H", "C", "H", "H", "F", "O", "H", "O", "H", "H", "H", "H", "H", "O", "H", "O", "H", "O", "C", "H", "C", "H", "O", "C", "C", "C", "H", "O", "O", "C", "C", "H", "H", "C", "H", "C", "H", "C", "H", "O", "H", "H", "C", "C", "P", "H", "O", "H", "O", "C", "C", "C", "H", "O", "C", "C", "C", "H", "O", "C", "H", "H", "O", "H", "H", "C", "O", "C", "Br", "C", "H", "H", "H", "C", "H", "C", "C", "H", "H", "H", "C", "H", "H", "H", "C", "C", "H", "C"], "positions_angstrom": [[2.307638, -11.363376, -4.455019], [4.650460, 9.349438, -5.874411], [-3.248751, 0.228805, 3.375404], [-1.356395, 4.365604, 7.735824], [2.226138, 6.295276, -5.077736], [-3.342516, -2.554630, -4.766681], [-4.738922, 6.401172, 6.457470], [3.304172, 3.129875, -5.261700], [-3.878559, -2.794959, -3.858568], [-0.121132, -4.968833, -3.610562], [-1.696413, -8.284600, 0.554806], [2.831073, -0.041575, -4.147006], [-2.159907, -0.696671, 2.684986], [-1.041323, 0.340247, 2.400266], [2.045352, -9.473173, -5.308191], [3.534044, 5.478454, -4.213782], [-3.476471, 7.341292, 4.845143], [-3.654623, -6.279865, -0.705279], [3.815536, -5.202477, -5.461998], [-0.769104, -1.210771, 0.267857], [-3.509994, 1.005670, 0.082107], [-2.831423, 6.321868, 3.176817], [-2.701261, 0.437509, 0.760060], [4.441239, 6.656620, -6.182557], [-1.138473, 11.737762, 4.433838], [-2.713662, -7.961603, 0.314559], [-4.618184, 5.233034, 1.853829], [3.137136, -0.611930, -5.029268], [-6.567726, -0.011144, 4.259440], [-3.100532, 5.017858, 8.813333], [-0.630372, 12.155747, 5.303979], [-4.504627, -7.377073, 1.359511], [-4.527624, -1.972338, -3.587771], [-3.162027, -9.487279, -2.683323], [0.901819, -0.965345, -3.949042], [0.242316, 12.714405, 4.966857], [-3.376203, -5.188035, 5.380632], [2.271123, -5.789154, -6.751715], [-5.187190, 6.163770, 1.859721], [-0.970761, 9.106369, 7.082953], [-5.471916, 7.896542, 3.093396], [-3.005884, -8.730750, -1.782948], [-1.473653, -5.493920, 3.299331], [8.492303, -2.961689, -5.493956], [1.383801, -4.008458, -5.353476], [-3.233476, -4.422368, 4.321098], [5.760561, 8.845722, -5.275040], [-3.319156, -8.990796, -0.490379], [-1.596242, 8.327600, 7.719992], [2.848962, 6.993728, -3.594192], [3.776690, -4.640686, -4.239072], [-5.152298, 0.476876, 2.445228], [4.029336, 0.422015, -3.356207], [-4.917762, 6.953399, 3.115611], [-2.257602, -1.514715, -1.138655], [0.955266, -1.648102, 1.744290], [-0.504447, 6.214235, 6.965707], [-3.595499, -8.654730, 2.142471], [-1.633760, -11.805948, -5.156738], [11.344504, 0.700685, -3.803339], [1.295113, -10.221078, -3.542719], [-1.370556, 10.366500, 6.783067], [9.412201, 0.281111, -2.719854], [-5.123848, 1.988961, 5.265441], [-1.901991, -6.091854, -0.465152], [3.609840, 8.487283, -5.752014], [-1.324911, 5.529433, 6.783121], [-2.491264, -7.479953, -1.908378], [-1.710658, 3.628869, 5.638465], [-5.332459, 6.232529, 4.290462], [8.881628, -1.630099, -3.852817], [-2.999180, -6.990190, 2.212477], [-1.563703, 5.341027, 9.635595], [9.973670, -0.951270, -4.499081], [-5.216175, -0.690384, 5.210931], [0.978942, -8.934330, -5.950112], [2.565727, -6.834955, -5.360354], [-1.670358, -2.773378, 0.420407], [-4.312329, -3.758140, 3.955165], [4.449181, 1.575656, -4.100564], [-3.597212, -1.568861, 1.194525], [-1.544670, 0.997191, 1.237897], [-4.463477, -3.692190, -4.022423], [-2.946478, -1.961149, 4.193466], [-0.995390, -3.137842, 2.273993], [1.513406, -0.271897, -2.459658], [7.161245, -2.822991, -4.335583], [0.994481, -7.887547, -6.513216], [1.299253, -2.198514, 2.451658], [2.515063, -4.628874, -3.749462], [-3.043789, 0.141767, 4.439150], [-1.164228, 4.856350, 5.510750], [-1.291406, -3.101761, 3.317163], [-0.411391, -12.674934, -4.215959], [1.627843, -4.946046, -4.843324], [-2.257978, 6.085277, 6.764659], [-1.858226, -3.623449, -2.866750], [-0.735431, -11.690105, -4.552198], [-4.540244, 6.636674, 5.311246], [-1.731153, -1.702877, 0.260668], [7.744491, -0.846979, -2.174010], [-2.012434, 3.363234, 6.927832], [-1.903463, 2.874525, 4.734607], [1.806220, -0.817174, -3.358678], [0.347785, -11.004394, -5.341297], [-0.361790, -3.200697, 3.881153], [-1.064962, 1.041906, 3.236555], [-0.225157, 11.068645, 6.266564], [-2.229590, 3.698994, 9.580164], [4.145108, 7.227950, -5.298510], [4.823728, -0.319459, -3.307159], [1.553800, -10.584855, -4.539652], [-1.325182, 12.846576, 5.780130], [-1.851038, -0.666529, -1.899895], [6.149196, 6.954351, -4.486891], [-1.011835, -11.091768, -3.683014], [-4.715136, -0.197446, 3.175406], [-2.066244, -4.323245, 3.649853], [0.754437, -0.158316, 2.428084], [-1.377742, -1.349181, 4.530774], [-0.102469, -9.732777, -5.844129], [-3.054536, 8.071026, 2.936259], [-3.249238, -2.415653, -1.540876], [-5.509528, 0.042215, 4.467705], [5.352436, 7.693128, -4.524430], [-2.698520, -6.807262, -0.657197], [-6.241352, 5.895834, 1.797129], [0.251471, 8.851484, 6.545303], [3.346743, 2.078391, -4.712432], [-2.886664, -3.006669, -2.754193], [-2.103972, 4.624809, 9.017838], [-3.104945, 1.274104, 3.133140], [2.304903, 1.220032, -4.604377], [7.951488, -2.271365, -4.847422], [2.197091, -1.793154, -3.067229], [0.205289, 9.665298, 4.654989], [4.722558, -4.207318, -3.658756], [-0.325112, -5.787288, -5.165106], [9.309476, -2.386998, -3.188939], [-3.494663, -7.726332, 1.580876], [4.600290, 10.398557, -6.424083], [-1.977443, -1.797325, 3.741441], [1.612045, 1.216726, 0.887963], [0.366983, -5.603923, -4.345443], [-0.347255, 4.001637, 7.953438], [0.309344, 11.500476, 7.117654], [0.641936, -11.616130, -6.199225], [-3.458311, 7.183706, 3.418732], [0.587894, -6.554084, -3.855332], [0.557166, 9.933006, 5.654150], [2.522023, -5.810603, -5.698597], [-4.843818, -1.239552, 2.902519], [7.590548, 0.110811, -3.667422], [3.771533, 0.742263, -2.343761], [8.264827, -0.505422, -3.066273], [5.107413, 8.013889, -3.508890], [1.628359, 10.116079, 5.621609], [7.492344, -1.522080, -5.494732], [3.134498, 6.450656, -4.497445], [10.347141, 0.073136, -3.686953], [-4.920795, 6.744744, 0.977011], [-2.681459, -1.004156, 1.297157]], "forces_ev_per_a": [[0.14, 0.14, -0.13], [-0.07, -0.08, 0.03], [-0.04, -1.17, 0.03], [-0.17, 0.21, 0.47], [0.06, -0.12, -0.07], [0.16, -0.05, -0.16], [0.06, -0.09, 0.17], [0.04, 0.20, -0.06], [-0.04, 0.28, 0.53], [-0.06, 0.07, -0.09], [0.03, 0.02, -0.08], [-0.30, -0.36, 0.33], [-1.04, 0.43, 1.05], [-0.28, -0.85, -0.63], [-0.10, -0.01, 0.02], [0.02, -0.03, -0.10], [-0.05, -0.05, -0.05], [-0.04, -0.05, 0.12], [-0.11, 0.06, 0.09], [0.27, -0.27, -0.04], [0.91, -0.34, 0.40], [-0.10, -0.05, -0.06], [-0.54, -0.23, 0.42], [0.07, 0.04, 0.00], [0.06, -0.06, -0.01], [-0.23, 0.17, 0.43], [0.06, 0.04, 0.02], [0.09, 0.07, -0.01], [-0.24, -0.04, 0.21], [0.04, 0.08, -0.07], [-0.36, -0.04, -0.01], [0.03, 0.04, -0.08], [-0.21, 0.06, -0.09], [0.05, -0.12, -0.13], [0.04, -0.07, -0.04], [0.03, -0.02, 0.03], [-1.02, -0.87, -0.56], [0.20, 0.06, -0.07], [-0.12, -0.33, 0.14], [-0.07, 0.15, -0.10], [0.06, 0.03, 0.08], [-0.05, 0.08, 0.03], [0.99, -0.13, 1.19], [0.01, -0.08, 0.09], [0.09, 0.01, -0.01], [1.43, 0.06, -0.61], [-0.11, -0.04, 0.05], [0.19, 0.07, -0.13], [-0.07, -0.04, 0.22], [0.09, 0.05, 0.00], [-0.09, -0.07, -0.06], [-0.11, -0.36, -0.56], [0.24, -0.11, -0.01], [-0.05, -0.25, -0.54], [0.70, 1.13, -0.85], [-0.53, 0.47, -0.30], [0.09, -0.06, -0.22], [0.11, 0.01, 0.03], [0.04, -0.07, -0.04], [0.15, 0.11, 0.00], [-0.12, -0.06, -0.01], [0.20, -0.16, 0.09], [-0.01, -0.07, -0.15], [-0.48, 0.00, 0.19], [0.08, -0.06, -0.20], [0.26, 0.04, -0.06], [0.23, 0.03, -0.13], [-0.08, -0.05, 0.11], [0.04, 0.11, 0.19], [0.13, 0.24, 0.12], [-0.37, -0.26, -0.35], [0.07, -0.01, -0.05], [0.04, 0.02, -0.05], [0.03, 0.14, 0.31], [-0.11, 0.06, 0.32], [-0.23, -0.09, 0.05], [0.03, -0.11, 0.13], [0.22, -0.09, 0.18], [-0.23, 0.72, 1.17], [-0.10, -0.03, 0.02], [-0.57, 0.46, 0.47], [-0.18, 0.97, -0.50], [-0.09, -0.21, -0.01], [-0.16, -0.25, -0.06], [0.02, 0.28, -0.12], [0.04, 0.01, 0.01], [0.02, -0.01, 0.03], [-0.20, -0.14, -0.26], [0.30, -0.24, -0.01], [0.14, 0.14, -0.13], [0.22, 0.27, 0.17], [-0.16, -0.11, 0.05], [-0.47, -0.28, -0.71], [0.07, 0.00, -0.05], [-0.49, -0.37, -0.03], [-0.07, -0.01, 0.10], [-0.87, 0.64, 0.46], [-0.28, 0.25, 0.08], [-0.05, -0.07, -0.08], [-0.62, 0.18, 0.08], [0.14, 0.11, 0.11], [0.20, -0.01, -0.20], [0.17, -0.09, -0.24], [-0.28, 0.21, 0.05], [-0.31, -0.37, 0.30], [0.11, -0.20, 0.12], [0.24, 0.34, -0.07], [-0.06, 0.36, -0.35], [0.12, 0.01, 0.03], [-0.30, -0.32, 0.30], [0.10, 0.11, -0.12], [0.24, -0.05, -0.01], [0.09, 0.05, 0.05], [-0.56, -1.28, 0.84], [0.11, 0.13, -0.11], [0.00, -0.01, 0.01], [0.05, 1.29, 0.83], [-0.97, 0.06, -0.28], [0.64, 0.22, 0.73], [0.01, 0.09, 0.20], [0.26, 0.02, -0.12], [0.01, 0.09, 0.19], [0.74, 0.08, 0.01], [0.39, -0.18, -0.57], [0.25, -0.05, -0.07], [0.21, 0.11, -0.10], [-0.02, 0.11, -0.03], [-0.07, 0.07, -0.05], [-0.11, -0.11, 0.05], [0.49, -0.62, -0.76], [-0.36, -0.27, -0.01], [-0.12, 0.11, -0.16], [0.28, 0.05, -0.10], [0.06, -0.01, -0.34], [0.07, 0.01, -0.05], [-0.06, 0.11, -0.01], [0.23, 0.16, 0.10], [0.04, 0.00, -0.05], [0.01, 0.06, 0.05], [-0.33, -0.20, 0.02], [0.01, 0.16, -0.06], [0.97, 0.18, -0.67], [-0.34, -0.35, 0.10], [0.09, -0.01, 0.41], [0.01, -0.02, -0.10], [0.04, -0.08, 0.02], [0.07, 0.07, -0.02], [0.15, 0.16, 0.00], [0.07, -0.04, -0.11], [0.23, -0.07, 0.05], [0.31, 0.49, 0.00], [0.01, -0.15, -0.19], [0.01, -0.08, -0.09], [-0.13, -0.07, -0.01], [-0.03, 0.08, 0.32], [-0.12, -0.06, -0.01], [0.02, -0.16, 0.13], [0.01, 0.06, 0.07], [-0.30, 0.24, 0.10], [-0.08, -0.07, -0.07], [0.01, 0.04, 0.03], [0.71, -0.08, -1.70]]}